*a*
Formula: C4H9N3O
Source: the Open Molecules 2025 dataset
Level of theory: the ωB97M-V functional and the def2-TZVPD basis

E_LUMO in Ha: 0.032
HOMO energy in eV: -7.0

Geometry (Å):
C  0.40012  -0.33066  0.38296
C  0.99690  0.79334  -0.08074
C  -1.00832  -0.67317  0.20731
N  0.34700  1.75403  -0.80567
N  2.32872  1.01580  0.18162
N  -1.90849  -0.10159  1.07903
C  -1.36613  -1.54025  -0.75057
O  1.12658  -1.25671  1.12131
H  0.46430  -1.82766  1.55143
H  -0.46462  1.41131  -1.30930
H  0.96953  2.33255  -1.35334
H  2.83814  1.31535  -0.63927
H  2.74117  0.17662  0.59345
H  -1.58178  0.80979  1.40805
H  -2.85464  -0.04765  0.71368
H  -2.39881  -1.83923  -0.89006
H  -0.62961  -1.99179  -1.40981

---

*b*
Formula: C4H9N3O
Source: the Open Molecules 2025 dataset
Level of theory: the ωB97M-V functional and the def2-TZVPD basis

E_LUMO in Ha: 0.012
HOMO energy in eV: -9.1

Geometry (Å):
C  0.93183  -0.42424  -1.25734
C  0.35944  1.05920  -1.31036
C  0.61565  0.36640  0.06761
C  -1.47547  0.54985  0.93559
H  2.78500  0.22492  -0.99567
H  2.32329  0.33080  -2.61690
H  0.44620  -1.67961  -1.36890
H  -0.67488  1.67247  -1.70374
H  1.04063  1.84254  -1.33336
H  1.36464  0.93018  0.78306
H  -0.71599  -2.10536  0.30963
H  -1.65200  1.38778  0.09780
H  -1.58797  -0.46297  2.56552
N  2.32215  -0.19033  -1.78052
N  -0.51766  -0.26310  0.44378
N  -2.20237  0.42563  2.00742
O  -0.39157  -1.40668  1.11935

---

*c*
Formula: C4H9N3O
Source: the Open Molecules 2025 dataset
Level of theory: the ωB97M-V functional and the def2-TZVPD basis

E_LUMO in Ha: 0.031
HOMO energy in eV: -8.0

Geometry (Å):
C  -1.00805  -1.22758  0.87494
C  1.38274  0.08264  -0.27301
C  -0.66957  -0.74849  -0.51453
N  -0.39159  2.30369  0.48555
N  -1.65194  -0.90565  -1.43952
C  2.61626  0.06040  0.20398
O  0.32600  1.09342  0.45211
N  0.57112  -0.60858  -1.03171
H  0.34065  2.92460  0.84207
H  -0.47840  2.53329  -0.50790
H  -1.40494  -0.68135  -2.39353
H  -2.61430  -0.88725  -1.13729
H  -1.38206  -2.25399  0.83674
H  -0.13287  -1.21209  1.52264
H  -1.77912  -0.57733  1.29599
H  3.18345  -0.86146  0.22747
H  3.09261  0.96572  0.55600

---

*d*
Formula: C4H9N3O
Source: the Open Molecules 2025 dataset
Level of theory: the ωB97M-V functional and the def2-TZVPD basis

E_LUMO (spin up / spin down) in Ha: 0.021 / -0.014
HOMO energy (spin up / spin down) in eV: -9.0 / -7.6

Geometry (Å):
C  2.17765  0.32034  0.19025
C  -1.57878  1.55098  0.60505
N  -0.21385  -1.07295  0.39873
C  -1.42860  0.63517  -0.57692
N  -0.07308  -2.32152  0.06697
C  -0.05159  -0.16410  -0.68323
N  0.98957  0.74338  -0.50804
O  -2.23960  0.52401  -1.45822
H  -0.00253  -2.61325  -0.90742
H  -0.23757  -3.01658  0.78051
H  -0.10919  -0.65182  -1.68042
H  2.33664  -0.76732  0.23959
H  2.22303  0.69441  1.22312
H  3.03178  0.77588  -0.32529
H  -2.63715  1.66028  0.84012
H  -1.01734  1.17721  1.45975
H  -1.16940  2.52590  0.33546

---

Stability ranking, top entry: *a*; the second entry is 0.1114 hartree less favorable.

---

*a*
Formula: C4H9N3O
Source: the Open Molecules 2025 dataset
Level of theory: the ωB97M-V functional and the def2-TZVPD basis

E_LUMO (spin up / spin down) in Ha: 0.007 / 0.007
HOMO energy (spin up / spin down) in eV: -7.3 / -7.3

Geometry (Å):
C  -0.27598  -0.15126  1.79869
N  -0.30009  -0.53269  -1.13114
C  1.26606  -0.97421  -0.02345
C  0.54921  0.12621  0.56848
N  -0.66631  0.62803  -1.84547
N  -1.38949  -1.27393  -0.65732
C  1.19429  1.34808  0.41836
O  2.20472  -1.48713  -0.46584
H  -0.15427  0.62681  -2.72520
H  -1.62590  -1.97767  -1.34884
H  -0.32278  1.44482  -1.31528
H  -2.20303  -0.67523  -0.51244
H  -0.80820  0.75956  2.06971
H  0.36041  -0.44676  2.63358
H  -0.98877  -0.95240  1.62565
H  1.93911  1.50958  -0.34794
H  1.22102  2.02821  1.25845

---

*b*
Formula: C4H9N3O
Source: the Open Molecules 2025 dataset
Level of theory: the ωB97M-V functional and the def2-TZVPD basis

E_LUMO in Ha: 0.032
HOMO energy in eV: -8.6

Geometry (Å):
C  -0.31722  0.69391  -0.61174
C  -1.75260  0.83667  -0.96700
N  0.01931  -1.50576  0.73909
C  0.37018  -0.14442  0.40309
C  1.86771  -0.02026  0.17062
O  -1.39295  -1.70133  0.82925
N  -0.21734  0.89079  1.15310
N  2.51317  -1.01547  -0.24487
H  -1.59314  -1.43055  1.73862
H  0.34254  -2.12891  0.00389
H  0.33346  1.03563  -1.41820
H  0.35956  1.71889  1.28026
H  3.52325  -0.89081  -0.23472
H  2.26634  0.98721  0.34504
H  -1.93438  0.42445  -1.96198
H  -2.36721  0.35431  -0.20409
H  -2.02069  1.89563  -1.02037

---

Stability ranking, top entry: *b*; the second entry is 0.0446 hartree less favorable.

---

*a*
Formula: C4H9N3O
Source: the Open Molecules 2025 dataset
Level of theory: the ωB97M-V functional and the def2-TZVPD basis

E_LUMO in Ha: 0.016
HOMO energy in eV: -7.0

Geometry (Å):
C  0.12140  -2.25482  -0.26909
C  0.89392  -1.11743  0.36401
C  0.81909  1.22232  0.97524
N  0.16703  -0.01941  0.80716
O  2.08682  -1.18966  0.57962
H  -0.25019  -1.95015  -1.24904
H  0.79770  -3.09712  -0.38677
H  -0.71964  -2.56635  0.35345
H  0.58624  1.66916  1.94287
H  1.88565  1.14278  0.78073
N  -1.28272  0.22936  0.00734
C  -0.72355  2.14862  -1.24490
N  -1.03658  0.94564  -1.41292
H  -1.79555  0.76685  0.71427
H  -1.69187  -0.67534  -0.17430
H  0.38127  1.95905  0.18861
H  -0.23903  2.78650  -1.97628

---

*b*
Formula: C4H9N3O
Source: the Open Molecules 2025 dataset
Level of theory: the ωB97M-V functional and the def2-TZVPD basis

E_LUMO in Ha: 0.005
HOMO energy in eV: -8.5

Geometry (Å):
C  1.47676  1.41530  1.48181
C  -0.59973  2.21645  0.67756
C  -0.18894  -0.99843  -0.09153
C  0.10780  -0.62757  -1.52941
H  2.36343  0.82566  1.18334
H  1.07468  1.03414  2.48732
H  1.70337  2.47772  1.52770
H  -0.15219  3.24565  0.58730
H  -1.38734  2.08625  -0.09504
H  -0.96399  1.97873  1.73474
H  -0.95058  -2.62667  -0.75254
H  -1.43995  -2.32441  0.96168
H  0.56665  0.30282  -1.74422
N  0.44427  1.15587  0.46453
N  -0.12773  -0.09969  0.80216
N  -0.64317  -2.31683  0.17681
O  -0.41289  -1.27624  -2.40318

---

Stability ranking, top entry: *b*; the second entry is 0.1247 hartree less favorable.

---

*a*
Formula: C9H10O3
Source: the Open Molecules 2025 dataset
Level of theory: the ωB97M-V functional and the def2-TZVPD basis

E_LUMO in Ha: 0.018
HOMO energy in eV: -8.9

Geometry (Å):
C  3.69195  -0.25813  -0.09681
C  2.32048  -0.19134  0.63663
C  1.22092  0.63424  -0.09396
C  -0.19284  0.25475  0.00734
C  -1.33490  1.00266  0.11132
C  -2.64783  0.44932  -0.02812
C  -2.86939  -0.86115  -0.05948
C  -1.71786  -1.69978  -0.10993
C  -0.45322  -1.11526  -0.07315
H  3.69888  -1.07228  -0.79988
H  4.51983  -0.31911  0.66540
H  3.78173  0.77222  -0.48404
H  1.88608  -1.20245  0.78943
H  2.28884  0.19534  1.60923
H  -1.95325  2.61920  0.84923
H  -3.50954  1.07526  -0.14335
H  -3.81524  -1.34658  -0.03467
H  -1.52833  -2.80970  0.08744
H  0.41261  -2.72110  -0.65516
O  1.58657  1.67008  -0.63019
O  -1.29398  2.37187  0.18096
O  0.47171  -2.10227  -0.00660

---

*b*
Formula: C9H10O3
Source: the Open Molecules 2025 dataset
Level of theory: the ωB97M-V functional and the def2-TZVPD basis

E_LUMO in Ha: 0.003
HOMO energy in eV: -9.2

Geometry (Å):
C  -2.80845  -0.36731  0.68808
C  -0.69564  -0.91657  -0.16932
C  -0.25570  -2.21218  -0.34276
C  1.14068  -2.41588  -0.29307
C  2.03736  -1.35344  -0.08544
C  1.56768  -0.06456  0.24326
C  0.22366  0.23682  -0.13254
C  -0.30164  1.50930  -0.17005
C  0.48667  2.71105  -0.72849
H  -2.88155  -1.16101  1.49613
H  -3.80380  -0.08852  0.33088
H  -2.35018  0.54402  1.03499
H  -0.97711  -3.02157  -0.39291
H  1.32830  -3.37756  -0.38756
H  3.12564  -1.57848  0.29773
H  3.19701  0.66789  0.93056
H  -0.08117  3.55710  -0.33362
H  0.66227  2.72491  -1.84336
H  1.49401  2.59224  -0.45547
O  -2.05049  -0.78141  -0.50906
O  2.35535  0.99824  0.66971
O  -1.41289  1.79689  0.15234

---

Stability ranking, top entry: *a*; the second entry is 0.0260 hartree less favorable.

---

*a*
Formula: C3H5ClN2O
Source: the Open Molecules 2025 dataset
Level of theory: the ωB97M-V functional and the def2-TZVPD basis

E_LUMO in Ha: 0.027
HOMO energy in eV: -9.1

Geometry (Å):
C  0.70562  -0.45772  -1.17028
C  -0.53821  1.07025  0.34771
C  -1.15022  0.19527  1.15334
H  1.33879  -0.74571  0.84217
H  1.56765  -2.01803  -0.34810
H  -0.34759  1.13164  -1.71966
H  -0.43934  2.09755  0.55628
H  -1.21981  -0.90220  1.01636
N  1.10767  -1.17360  -0.08517
N  0.01412  0.74847  -0.87284
O  0.85274  -0.76095  -2.35367
Cl  -1.89141  0.81502  2.63386

---

*b*
Formula: C3H5ClN2O
Source: the Open Molecules 2025 dataset
Level of theory: the ωB97M-V functional and the def2-TZVPD basis

E_LUMO in Ha: 0.014
HOMO energy in eV: -8.9

Geometry (Å):
C  -1.95656  0.03675  -0.12603
C  0.44220  -0.82418  0.26189
C  1.16268  0.26224  -0.12801
H  -0.93005  1.61630  0.73409
H  -2.90224  1.72934  0.62047
H  -1.49832  -1.75742  0.46866
H  0.78008  -1.89655  0.50758
H  0.72942  1.19051  -0.42163
N  -1.73964  1.43394  0.18917
N  -0.99532  -0.91688  0.25132
O  -3.06356  -0.42433  -0.42996
Cl  2.91673  0.12025  -0.09412

---

*c*
Formula: C3H5ClN2O
Source: the Open Molecules 2025 dataset
Level of theory: the ωB97M-V functional and the def2-TZVPD basis

E_LUMO (spin up / spin down) in Ha: -0.020 / -0.008
HOMO energy (spin up / spin down) in eV: -9.2 / -9.4

Geometry (Å):
C  0.86665  -0.59757  0.46256
C  1.40538  0.92470  0.16949
C  -0.63249  -0.72733  0.23345
N  1.69175  -1.37539  0.87824
N  3.46443  0.19088  0.81960
O  2.47240  1.04060  1.01678
Cl  3.84940  -0.22910  -0.83808
H  1.71426  1.07797  -0.94960
H  0.51828  1.63934  0.39081
H  -1.10343  0.13858  0.47098
H  -1.02388  -1.53432  0.76953
H  -0.73909  -0.81186  -0.84219

---

Stability ranking, top entry: *a*; the second entry is 0.0557 hartree less favorable.

---

*a*
Formula: CH2N2O3Si
Source: the Open Molecules 2025 dataset
Level of theory: the ωB97M-V functional and the def2-TZVPD basis

E_LUMO (spin up / spin down) in Ha: -0.065 / -0.065
HOMO energy (spin up / spin down) in eV: -10.1 / -10.1

Geometry (Å):
C  -2.19696  -1.48306  -1.06770
N  -3.24217  -1.12903  -0.78897
N  -1.22249  -2.34682  -1.35637
O  1.51192  -0.32113  0.70264
O  -0.36919  -2.26426  -2.15969
O  0.91241  2.34676  0.82959
Si  1.66030  1.04534  1.35896
H  0.34347  2.50823  -0.04699
H  2.60271  1.64397  2.52854

---

*b*
Formula: CH2N2O3Si
Source: the Open Molecules 2025 dataset
Level of theory: the ωB97M-V functional and the def2-TZVPD basis

E_LUMO in Ha: -0.048
HOMO energy in eV: -11.0

Geometry (Å):
C  0.57544  -1.78073  1.27993
N  1.31245  -2.40677  1.93065
N  0.40600  -1.23096  -1.40395
O  -0.22596  -1.97464  -2.11379
O  1.60856  -0.92129  -1.55625
O  0.76938  0.88744  0.66333
Si  -0.45982  -0.76670  0.22573
H  1.44253  1.04362  -0.08181
H  -1.82933  -0.47719  0.35023

---

Stability ranking, top entry: *a*; the second entry is 0.0210 hartree less favorable.